1.
DFT (ωB97M-V/def2-TZVPD) results for a molecular structure, C4H4EuO2.

Calculated values
LUMO energy (alpha / beta) = -10.0 / -9.8 eV

Geometry as ORCA input:
```
! wB97M-V def2-TZVPD RIJCOSX def2/J DEFGRID3
* xyz 2 8
H -1.261 1.856 0.774
O -1.788 2.452 -0.089
C -1.300 1.681 -1.041
C -0.544 0.686 -0.476
C -0.155 -0.583 -0.430
C 0.849 -0.963 0.550
O 1.242 -2.122 0.677
Eu 3.160 -3.693 1.799
H -0.870 2.211 -1.901
H -0.656 -1.378 -0.989
H 1.323 -0.147 1.125
*
```

2.
DFT (ωB97M-V/def2-TZVPD) results for a gas-phase ion, C9H12N3 (charge +1).

Calculated values
SMILES = C[C@H]1CC2=CCN3C=CC(=[NH+]1)N23
LUMO energy = -3.4 eV

Geometry as ORCA input:
```
! wB97M-V def2-TZVPD RIJCOSX def2/J DEFGRID3
* xyz 1 1
C -3.236 -0.305 -0.056
C -1.698 -0.160 -0.390
C -1.095 1.084 0.127
C 0.397 1.168 -0.078
C 1.356 2.116 0.168
C 2.653 1.196 0.002
N 2.179 -0.176 -0.130
C 2.515 -1.398 0.246
C 1.345 -2.183 0.332
C 0.276 -1.356 -0.001
N -1.043 -1.331 0.108
N 0.826 -0.203 -0.430
H -3.569 0.616 -0.632
H -3.600 -0.145 0.971
H -3.773 -1.075 -0.575
H -1.533 -0.063 -1.406
H -1.223 1.115 1.254
H -1.529 1.932 -0.448
H 1.151 3.146 0.153
H 3.104 1.293 -0.929
H 3.450 1.430 0.690
H 3.560 -1.518 0.255
H 1.174 -3.102 0.782
H -1.688 -2.079 -0.015
*
```

3.
DFT (ωB97M-V/def2-TZVPD) results for a single C4H8O2 molecule.

Calculated values
SMILES = C[C@@H]1O[C@@H]1CO
LUMO energy = 0.6 eV

Geometry as ORCA input:
```
! wB97M-V def2-TZVPD RIJCOSX def2/J DEFGRID3
* xyz 0 1
C 1.392 1.157 -0.231
C 1.100 -0.193 0.336
O 0.893 -1.377 -0.410
C -0.222 -0.945 0.362
C -1.419 -0.551 -0.480
O -2.080 0.707 0.051
H 0.750 1.355 -1.082
H 1.126 1.925 0.472
H 2.440 1.219 -0.496
H 1.727 -0.531 1.226
H -0.370 -1.585 1.233
H -2.046 -1.445 -0.670
H -0.925 -0.194 -1.510
H -2.366 0.458 1.198
*
```

4.
DFT (ωB97M-V/def2-TZVPD) results for a molecular structure, C44H38AsCrI2N4O6PSSe.

Calculated values
LUMO energy (alpha / beta) = 3.7 / 3.7 eV

Geometry as ORCA input:
```
! wB97M-V def2-TZVPD RIJCOSX def2/J DEFGRID3
* xyz -2 5
Cr 0.003 0.789 0.568
N 1.561 8.687 -1.696
C 1.533 7.335 -1.298
C 1.707 6.321 -2.238
C 1.713 4.994 -1.841
C 1.542 4.669 -0.504
C 1.380 5.668 0.435
C 1.377 6.997 0.042
S 1.554 2.931 -0.092
O 1.389 2.725 1.344
O 2.804 2.513 -0.655
N 0.281 2.241 -0.923
C -0.947 2.645 -0.345
N -1.097 3.918 0.073
C -2.252 4.217 0.629
C -3.273 3.289 0.793
C -3.020 2.014 0.341
N -1.891 1.662 -0.269
H 1.334 8.830 -2.667
H 1.046 9.305 -1.091
H 1.841 6.578 -3.283
H 1.841 4.198 -2.563
H 1.232 5.396 1.473
H 1.248 7.784 0.779
H -2.359 5.250 0.952
H -4.210 3.539 1.270
H -3.741 1.211 0.474
C -3.351 -2.523 0.050
C -3.727 -3.516 -1.041
As -5.246 -4.652 -0.537
C -4.309 -5.888 0.656
C -2.921 -5.982 0.753
C -2.334 -6.903 1.611
C -3.125 -7.741 2.384
C -4.508 -7.651 2.305
C -5.092 -6.724 1.451
C -5.199 -5.726 -2.179
C -4.696 -7.020 -2.254
C -4.668 -7.700 -3.466
C -5.147 -7.096 -4.619
C -5.659 -5.807 -4.554
C -5.692 -5.134 -3.341
P -1.802 -1.484 -0.242
C -0.706 -2.934 -0.526
C -0.459 -3.541 -1.752
C 0.429 -4.609 -1.844
C 1.069 -5.086 -0.712
C 0.796 -4.511 0.523
C -0.080 -3.441 0.614
C -2.132 -0.861 -1.936
C -3.418 -0.513 -2.348
C -3.632 0.136 -3.558
C -2.555 0.481 -4.361
C -1.268 0.148 -3.957
C -1.059 -0.530 -2.764
H -3.133 -3.044 0.987
H -4.185 -1.845 0.257
H -2.892 -4.172 -1.277
H -3.998 -3.011 -1.968
H -2.274 -5.340 0.167
H -1.254 -6.958 1.668
H -2.664 -8.461 3.049
H -5.131 -8.298 2.911
H -6.173 -6.649 1.393
H -4.314 -7.501 -1.361
H -4.263 -8.704 -3.510
H -5.114 -7.622 -5.565
H -6.029 -5.325 -5.450
H -6.095 -4.128 -3.297
H -0.948 -3.174 -2.646
H 0.646 -5.047 -2.811
H 1.813 -5.868 -0.796
H 1.311 -4.866 1.407
H -0.253 -2.955 1.569
H -4.271 -0.722 -1.712
H -4.642 0.387 -3.862
H -2.716 1.007 -5.295
H -0.413 0.428 -4.560
H -0.049 -0.795 -2.470
I 3.341 -2.174 -0.749
I 5.212 -4.355 -1.500
O -1.039 1.800 2.501
C -0.560 0.764 3.013
O -0.150 -0.208 2.296
C -0.447 0.574 4.503
C -0.842 1.588 5.359
C -0.725 1.460 6.748
C -0.204 0.281 7.213
O 0.013 -0.097 8.520
C 0.592 -1.399 8.455
O 0.675 -1.794 7.096
C 0.193 -0.730 6.360
C 0.091 -0.619 4.998
H -1.239 2.492 4.916
H -1.025 2.249 7.425
H -0.036 -2.105 9.006
H 1.594 -1.376 8.896
H 0.409 -1.398 4.319
Se 1.686 -0.416 -0.096
*
```

Calculated maximum force, 5.10 6.72 5.82 2.96 eV Å⁻¹ (same order as the records).
Calculated energy above the lowest of the compared OMol25 structures with the same formula, charge and spin, 29.4 62.5 82.9 0.0 kcal/mol (same order as the records).